The following is a quantum chemistry calculation of C7H17ClINO2PYb as an isolated structure, from OMol25.

Net charge   +2
⟨S²⟩   0.751
E   -2739.56849 hartree
Multiplicity   2

```
31
Properties=species:S:1:pos:R:3:forces:R:3
C 1.345305 0.760077 1.510365 0.5 0.3 0.0
I -2.984112 -0.155081 -0.830319 2.1 -0.6 -0.3
H 1.948670 0.595238 0.596399 -0.2 0.1 0.3
H 1.285393 -0.144897 2.138589 -0.1 0.4 -0.3
H 1.855917 1.535416 2.092727 0.1 -0.1 -0.1
Yb 0.062893 -1.014757 -1.187353 -0.8 -0.4 0.9
P -0.306403 2.235119 -0.609941 0.3 3.1 -0.3
C -1.425543 3.450218 0.115426 -0.4 -0.4 0.2
C 1.153204 3.327225 -0.804590 0.6 -0.6 0.4
H -0.148448 1.780887 -3.068300 -0.2 0.2 0.2
H -0.650272 3.452147 -2.649852 0.0 -0.5 0.3
H -1.833544 2.094014 -2.486780 0.2 0.0 -0.2
C -0.782463 2.385269 -2.401476 -0.6 -1.2 -0.4
H 1.940574 2.827155 -1.381146 0.0 0.2 0.2
H 0.820512 4.214086 -1.366021 0.1 -0.4 0.3
H -1.364492 4.367461 -0.473746 -0.1 -0.2 0.0
H -1.115601 3.642411 1.144163 -0.2 0.1 -0.1
H 1.530004 3.639386 0.170826 0.2 0.0 -0.1
H -2.424006 3.018026 0.080312 -0.2 0.3 0.2
C -0.046767 1.235751 1.219808 -2.8 -3.2 1.9
O -1.004989 0.924142 1.904440 2.9 2.0 -2.8
Cl 2.046698 -0.333693 -2.459924 -1.1 -0.2 0.7
C -0.147934 -4.622970 -0.153270 0.1 0.0 0.2
C 0.190774 -3.597711 0.902492 0.0 -0.8 1.2
N 0.194195 -3.992099 2.182755 0.0 1.0 -1.1
O 0.488374 -2.392982 0.608924 -0.5 0.5 -1.3
H -0.164952 -5.632885 0.294582 0.0 0.5 -0.4
H 0.613025 -4.597862 -0.958073 -0.4 0.0 0.4
H -1.154979 -4.407400 -0.563653 0.5 -0.1 0.2
H 0.389118 -3.297590 2.908003 -0.1 -0.5 -0.3
H -0.057031 -4.936914 2.457071 0.1 0.3 -0.1
```
Positions in Å, forces in eV/Å.

These are the Mulliken partial charges, in e, on atoms 1 to 2:
1. C -0.982
2. I -0.034



The following is a quantum chemistry calculation of one molecule with the formula C23H24N2O3S2, from OMol25.

Structure (SMILES)   O=C(N[C@H]1CCCc2ccccc21)[C@@H](Cc1ccccc1)NS(=O)(=O)c1cccs1
E   -2022.48440 hartree

```
54
Properties=species:S:1:pos:R:3:forces:R:3
O 1.273129 2.989096 -0.746625 0.0 0.3 -0.3
C 0.999178 1.947635 -0.187154 -0.5 -0.2 0.3
N 1.877585 1.136880 0.411009 0.4 -0.1 0.2
H 1.544220 0.259530 0.799739 0.0 0.2 -0.1
C 3.314216 1.292758 0.285736 0.0 0.3 0.2
C 3.915552 0.040519 -0.312351 0.0 0.0 -0.1
C 3.226322 -0.619915 -1.324422 0.1 -0.1 -0.1
C 3.731180 -1.770859 -1.896591 -0.1 0.0 -0.1
C 4.947846 -2.272380 -1.465735 0.1 -0.1 0.0
C 5.642194 -1.616344 -0.468093 0.0 0.0 -0.1
C 5.140026 -0.460974 0.121237 0.0 -0.1 0.0
C 5.919786 0.189326 1.231807 0.1 0.2 0.1
C 5.453565 1.612287 1.514668 -0.1 -0.2 0.2
C 3.936411 1.630072 1.641246 0.2 0.2 -0.3
H 3.616467 0.887446 2.375624 0.0 0.0 0.1
H 3.582995 2.609690 1.966532 -0.1 0.0 0.0
H 5.917107 1.979384 2.432211 0.0 0.1 -0.1
H 5.755119 2.270699 0.697395 0.0 0.1 0.0
H 5.794810 -0.416365 2.135839 0.1 0.0 0.0
H 6.983827 0.181041 0.983497 0.0 -0.1 0.0
H 6.592624 -2.005067 -0.129366 0.1 0.0 0.0
H 5.353827 -3.171129 -1.906078 0.0 -0.1 0.0
H 3.175291 -2.275140 -2.672219 -0.1 -0.1 -0.1
H 2.277344 -0.228286 -1.660928 -0.1 0.0 0.0
H 3.468734 2.136344 -0.401379 0.0 -0.1 0.2
C -0.448021 1.399637 -0.106303 0.3 0.5 0.1
N -0.470597 0.125503 -0.803257 0.0 -0.7 0.3
S -0.563802 -1.275641 0.050011 -0.2 0.0 -0.1
O -0.455480 -2.344035 -0.890094 -0.3 0.1 -0.2
O 0.379650 -1.171763 1.128579 -0.3 0.2 0.2
C -2.173385 -1.334218 0.781370 0.4 -0.2 -0.4
C -2.530759 -0.965223 2.041677 0.2 0.0 0.0
C -3.898088 -1.199823 2.296084 -0.1 -0.1 0.0
C -4.536156 -1.741744 1.224332 0.4 -0.1 -0.3
S -3.485389 -1.980864 -0.113607 -0.2 0.0 0.5
H -5.568064 -2.019042 1.143584 -0.2 -0.1 0.0
H -4.377470 -0.979264 3.232148 -0.1 0.0 0.2
H -1.831534 -0.563497 2.751405 0.2 0.1 0.2
H -0.940871 0.110191 -1.692078 -0.1 -0.2 -0.2
C -1.434662 2.404917 -0.705673 0.1 -0.3 0.1
C -2.841871 1.887093 -0.678757 0.0 0.0 -0.1
C -3.410602 1.308928 -1.806760 0.0 0.1 0.0
C -4.707178 0.824773 -1.775655 -0.1 0.0 -0.1
C -5.452193 0.912989 -0.613198 -0.1 0.1 -0.1
C -4.892380 1.480075 0.519454 0.0 0.1 0.0
C -3.595778 1.959118 0.486830 0.0 0.0 -0.1
H -3.164575 2.407781 1.370366 0.1 0.1 0.1
H -5.470126 1.553807 1.428833 0.0 0.0 0.1
H -6.466691 0.544694 -0.590195 -0.1 0.0 0.0
H -5.137192 0.383226 -2.662148 0.0 0.0 -0.1
H -2.843376 1.256910 -2.726033 0.1 0.0 -0.1
H -1.353057 3.329350 -0.131962 0.1 0.0 -0.1
H -1.117991 2.621015 -1.727552 0.0 0.1 0.0
H -0.688822 1.200196 0.944713 0.0 0.2 0.0
```
Positions in Å, forces in eV/Å.

These are the Mulliken partial charges, in e, on atoms 1 to 2:
1. O -0.729
2. C 0.069



The following is a quantum chemistry calculation of one molecule with the formula C2H6ClN3, from OMol25.

Structure (SMILES)   [H]/N=C(/CCl)NN
E   -704.23153 hartree

```
12
Properties=species:S:1:pos:R:3:forces:R:3
C -0.071922 0.693539 0.359128 0.0 -0.3 -0.2
C -1.439628 0.136167 0.088243 -0.5 1.6 -0.1
H 0.981798 -1.483696 -1.344587 0.0 0.2 -0.8
H 1.348370 -2.123539 0.095212 -0.1 0.1 0.2
H 1.873701 0.303747 0.025245 0.0 -0.4 -0.1
H 1.010021 2.155747 0.928739 -0.4 -0.1 -0.1
H -1.561407 -0.842816 0.465018 -0.1 -0.9 0.4
H -2.177668 0.848084 0.514170 0.5 -0.6 -0.3
N 0.767576 -1.439062 -0.370921 0.2 -0.4 0.4
N 0.990310 -0.177782 0.166136 0.0 0.8 0.3
N 0.027863 1.897610 0.750783 0.4 0.1 0.1
Cl -1.749014 0.032000 -1.677166 0.1 0.1 0.0
```
Positions in Å, forces in eV/Å.

These are the Mulliken partial charges, in e, on atoms 1 to 2:
1. C 0.450
2. C -0.375



The following is a quantum chemistry calculation of C30H26IrN3OP as an isolated structure, from OMol25.

⟨S²⟩   0.763
E   -1843.89651 hartree
Multiplicity   2

```
62
Properties=species:S:1:pos:R:3:forces:R:3
Ir 0.517217 0.319822 0.222782 0.2 0.0 1.0
C 3.217175 -1.398711 0.566192 0.0 0.0 0.0
N 1.762421 -1.393440 0.432749 -0.1 -0.2 0.0
C 1.121953 -2.513531 0.425692 0.0 0.0 -0.1
C -0.271363 -2.448461 0.179133 0.0 0.1 -0.1
C -1.334172 -3.338668 0.069458 0.0 -0.1 0.1
C -2.462314 -2.569136 -0.228129 0.0 0.0 0.0
C -2.051402 -1.239214 -0.295109 0.0 0.0 0.1
N -0.727670 -1.172292 -0.067645 -0.1 0.0 -0.3
C 3.732460 -0.860888 1.880731 0.0 0.0 0.0
C 4.421938 -1.710271 2.738466 -0.1 0.0 0.0
C 4.926307 -1.247078 3.946420 0.0 0.0 0.0
C 4.741172 0.077450 4.308434 0.0 0.0 0.0
C 4.059164 0.934912 3.454894 0.0 0.0 0.0
C 3.564011 0.470631 2.247516 0.1 0.0 0.0
H 3.630522 -0.820225 -0.263942 0.0 0.0 0.0
H 3.568612 -2.428096 0.452682 0.0 0.0 0.0
H 1.646984 -3.454502 0.570835 0.0 0.0 0.0
H -1.287903 -4.407500 0.202912 0.0 0.0 0.0
H -3.468113 -2.925918 -0.376732 0.0 0.0 0.0
H -2.634880 -0.352256 -0.481640 0.0 0.0 0.0
H 4.563075 -2.749190 2.461730 0.0 0.0 0.0
H 5.459416 -1.922852 4.602709 0.0 0.0 0.0
H 5.127563 0.442880 5.251160 0.0 0.0 0.0
H 3.910092 1.970719 3.730611 0.0 0.0 0.0
H 3.039336 1.153467 1.593099 0.0 0.0 0.0
O 0.419252 0.344428 2.020867 0.1 0.2 -0.3
N -0.058238 2.034744 -0.347079 -0.1 0.0 -0.5
P -1.425647 2.748756 -0.656412 0.0 -0.1 0.2
C -2.122733 2.397571 -2.293749 0.0 0.0 0.0
C -2.941554 3.314548 -2.949833 0.0 0.0 0.0
C -3.501153 2.993828 -4.178004 0.0 0.0 0.0
C -3.243921 1.757972 -4.755837 0.0 0.0 0.0
C -2.423044 0.844512 -4.109555 0.0 0.0 0.0
C -1.860410 1.164616 -2.882668 0.0 0.0 0.0
C -2.733698 2.336623 0.521325 0.0 0.0 0.0
C -2.335824 2.144908 1.845346 0.0 0.0 0.0
C -3.268760 1.764688 2.797333 0.0 0.0 0.0
C -4.594073 1.568862 2.433592 0.0 0.0 0.0
C -4.991118 1.747426 1.115726 0.0 0.0 0.0
C -4.061883 2.127244 0.157439 0.0 0.0 0.0
C -1.214910 4.540371 -0.614469 0.0 0.0 0.0
C -0.074430 5.077781 -1.209553 0.0 0.0 0.0
C 0.122521 6.448716 -1.213782 0.0 0.0 0.0
C -0.813942 7.288265 -0.622708 0.0 0.0 0.0
C -1.945680 6.756793 -0.023689 0.0 0.0 0.0
C -2.147394 5.382461 -0.018147 0.0 0.0 0.0
H -3.135802 4.283777 -2.506038 0.0 0.0 0.0
H -4.133037 3.710677 -4.686139 0.0 0.0 0.0
H -3.679371 1.509462 -5.715129 0.0 0.0 0.0
H -2.217610 -0.117402 -4.560847 0.0 0.0 0.0
H -1.213371 0.456864 -2.378324 0.0 0.0 0.0
H -1.290701 2.245034 2.113480 0.0 0.0 0.0
H -2.953885 1.599932 3.819151 0.0 0.0 0.0
H -5.318086 1.261415 3.177369 0.0 0.0 0.0
H -6.021677 1.580397 0.830275 0.0 0.0 0.0
H -4.371590 2.249572 -0.873178 0.0 0.0 0.0
H 0.658754 4.414018 -1.650732 0.0 0.0 0.0
H 1.009715 6.864391 -1.673426 0.0 0.0 0.0
H -0.656125 8.359128 -0.624366 0.0 0.0 0.0
H -2.670503 7.409426 0.445205 0.0 0.0 0.0
H -3.026873 4.966546 0.458252 0.0 0.0 0.0
```
Positions in Å, forces in eV/Å.

These are the Mulliken partial charges, in e, on atoms 1 to 2:
1. Ir 0.798
2. C -1.375



The following is a quantum chemistry calculation of C13H12ClNO2OsS as an isolated structure, from OMol25.

Net charge   +2
⟨S²⟩   6.022
E   -1656.08855 hartree
Multiplicity   5

```
31
Properties=species:S:1:pos:R:3:forces:R:3
Cl 3.184666 -3.348129 -1.062016 0.0 -0.1 -0.1
C 1.300062 1.692987 -2.134848 -0.6 1.4 -3.0
C -0.153169 1.744977 -2.227526 1.0 0.6 -0.1
C -0.610296 0.481985 -2.722276 0.9 -1.2 -0.6
H -0.778856 2.600302 -1.965916 0.3 -0.3 -0.1
C 0.537100 -0.363899 -2.975838 -0.9 0.8 -0.7
C 1.719504 0.386432 -2.586881 -0.4 -0.3 0.2
H 2.731352 -0.007794 -2.655585 -0.2 0.3 -0.1
H 1.957362 2.510729 -1.838569 -0.2 -0.3 0.0
H -1.641527 0.162347 -2.861805 0.3 0.2 0.0
C 0.519551 -1.768982 -3.473713 0.1 0.0 0.3
Os 0.587482 0.266494 -0.703183 0.8 -2.0 0.9
C 0.513909 1.690453 0.537510 -1.1 4.0 5.0
C 2.002504 -0.566354 0.283355 1.6 -1.8 3.5
O 0.438959 2.430953 1.440188 0.6 -2.3 -2.7
O 2.713602 -1.035744 1.065642 -1.4 1.3 -2.3
H -0.408299 -2.269879 -3.172037 0.2 0.1 -0.2
H 1.375866 -2.318386 -3.058351 -0.2 0.1 -0.3
H 0.575962 -1.777677 -4.570723 0.0 0.0 0.2
S -0.970578 -1.311661 0.159701 -0.9 -0.4 -0.6
C -1.305222 -0.608335 1.703717 0.6 -0.4 0.3
N -0.438500 -0.928229 2.698205 -0.2 0.7 1.3
C -0.497738 -0.355629 3.944797 -0.2 -0.2 -1.2
C -1.481688 0.584217 4.199280 0.3 0.0 0.4
C -2.415266 0.893251 3.202857 -0.3 0.2 0.0
C -2.347803 0.273845 1.957900 0.4 0.1 -0.1
H 0.293072 -1.607344 2.498211 -0.2 0.1 0.1
H 0.280706 -0.669689 4.627994 -0.2 0.1 0.1
H -1.497562 1.080966 5.178162 -0.1 -0.3 -0.5
H -3.180799 1.657446 3.391883 0.3 -0.4 -0.1
H -3.004356 0.480347 1.119866 -0.1 0.2 0.3
```
Positions in Å, forces in eV/Å.

These are the Mulliken partial charges, in e, on atoms 1 to 2:
1. Cl 0.000
2. C -0.380



The following is a quantum chemistry calculation of C54H32FN7Sn as an isolated structure, from OMol25.

E   -2774.32002 hartree

```
95
Properties=species:S:1:pos:R:3:forces:R:3
Sn 1.098057 0.720542 -0.291184 -0.6 0.1 0.5
C -4.113246 3.587931 5.582533 -1.1 -0.5 0.9
C -3.611042 2.324353 5.903565 0.3 -0.1 -0.4
C -2.971519 1.578316 4.905817 -0.7 -0.4 1.6
C -2.916777 2.055502 3.631643 0.6 0.7 -1.0
C -3.587052 3.257285 3.302747 0.2 -0.1 -1.4
C -4.216051 4.007139 4.253777 0.3 0.1 0.8
C -2.003776 1.425705 2.656644 1.7 0.2 0.2
C -2.559611 1.170156 1.388509 -1.3 -0.2 -0.2
C -3.813291 0.576585 1.247193 0.2 -0.6 0.3
C -3.913351 0.081145 -0.059585 1.7 1.5 0.4
C -2.753771 0.517361 -0.725519 -1.2 -2.2 -1.0
C -2.353151 -0.101117 -1.967424 -0.7 -1.0 -1.5
C -3.475205 -0.369933 -2.958021 -0.6 0.7 0.3
C -3.912604 -1.687135 -3.256184 -0.4 1.9 -0.8
C -4.875433 -1.856467 -4.237397 -1.0 1.4 -0.2
C -5.526279 -0.740999 -4.829525 1.3 -0.8 0.4
C -5.061386 0.545193 -4.587301 0.8 -0.6 1.3
C -4.054167 0.747297 -3.606291 0.5 -0.4 -0.6
C -1.179297 -0.721605 -2.336663 0.8 1.4 2.2
N -0.007884 -0.751703 -1.533366 0.3 -0.2 -0.8
C 0.858938 -1.598705 -2.182655 -1.0 -0.4 0.4
C 2.045017 -2.124554 -1.720707 2.0 -1.2 0.2
C 2.884850 -3.056884 -2.610755 -0.4 1.7 0.6
C 3.802035 -2.415039 -3.444415 0.1 -2.1 -0.5
C 4.477244 -3.218236 -4.388813 -0.4 1.1 0.8
C 4.153089 -4.554870 -4.453479 1.3 -1.0 -2.0
C 3.291308 -5.192664 -3.579446 -0.2 0.3 0.1
C 2.689383 -4.438626 -2.598215 -1.3 1.0 0.3
C 2.544022 -1.930011 -0.427480 -1.3 -0.1 -1.5
C 3.641576 -2.603763 0.156401 1.8 -0.8 -0.6
C 3.791610 -2.191443 1.403915 -0.7 0.6 1.5
C 2.700219 -1.237144 1.664425 0.3 -1.0 -1.8
N 1.943335 -1.130569 0.448080 0.9 0.9 2.2
C 2.478674 -0.679060 2.856862 -1.7 1.9 1.6
C 1.301571 0.186893 3.154912 -0.7 -0.8 -0.4
C 1.062124 0.850021 4.414454 2.5 0.5 1.2
C -0.106263 1.504573 4.398353 -0.7 -1.2 -2.3
C -0.670092 1.124042 3.041190 -1.3 0.9 1.5
N 0.225252 0.349094 2.365935 0.7 -0.1 -0.7
C 3.384199 -0.940133 4.022283 1.7 0.4 -0.1
C 4.749733 -0.504971 4.063197 -0.1 -1.5 0.3
C 5.557044 -0.897780 5.159460 0.1 0.5 -1.8
C 5.062052 -1.623019 6.237335 0.7 0.2 -0.3
C 3.719533 -1.929062 6.262181 -1.1 0.1 -1.4
C 2.932288 -1.649928 5.126093 0.0 0.6 0.7
C 0.267031 -2.089852 -3.394831 -0.5 0.6 -1.3
C -0.955463 -1.510471 -3.505112 0.7 -0.4 0.0
N -1.966328 1.229639 0.120288 0.7 0.7 1.3
H -4.592894 4.166494 6.374991 0.2 -0.1 -0.2
H -3.683040 1.842078 6.883591 0.0 0.7 -0.2
H -2.548726 0.604258 5.164722 -0.1 0.3 -0.2
H -3.601146 3.678581 2.278096 0.2 -0.7 0.5
H -4.734138 4.918030 3.958544 0.2 -0.1 0.3
H -4.446107 0.304843 2.091448 0.1 0.2 -0.3
H -4.565762 -0.655030 -0.417170 -1.0 -0.6 -0.5
H -3.468404 -2.503283 -2.768283 0.6 -1.0 0.5
H -5.236309 -2.783356 -4.644116 0.2 -0.7 0.5
H -6.298128 -1.015637 -5.534888 -0.1 0.6 -0.2
H -5.402989 1.378582 -5.145038 -0.5 0.6 -0.3
H -3.576025 1.758837 -3.467925 -0.9 -1.2 -0.1
H 3.916773 -1.359417 -3.415030 0.1 0.7 0.1
H 5.184286 -2.760198 -5.087061 -0.3 -0.3 0.2
H 4.601731 -5.105616 -5.325049 -0.5 0.3 1.1
H 2.992938 -6.210525 -3.719517 0.2 -0.5 0.0
H 1.878057 -4.767376 -1.914107 0.8 -0.3 -0.6
H 4.357900 -3.220700 -0.349958 -0.2 -0.4 -0.3
H 4.490936 -2.520190 2.170034 -0.1 0.1 -0.4
H 1.890228 0.919224 5.149231 -1.0 -0.1 -0.3
H -0.608151 2.104319 5.122918 0.1 0.3 0.3
H 5.298645 -0.131393 3.180673 -0.8 0.2 0.5
H 6.634122 -0.690181 5.007138 -0.7 -0.2 0.6
H 5.807232 -1.996504 6.923558 -0.3 0.1 0.6
H 3.127172 -2.406847 7.024624 0.7 -0.3 0.6
H 1.892799 -1.943429 5.170789 -0.1 -0.1 -0.1
H 0.813227 -2.642596 -4.163719 -0.4 0.0 0.5
H -1.678818 -1.529515 -4.284308 -0.1 -0.3 -0.6
F 0.295096 5.912142 -1.866887 -0.1 -0.1 0.1
C -0.288380 4.810648 -1.352179 0.2 0.3 -0.4
C -0.326581 4.629642 0.006948 0.3 0.0 0.5
C -0.888240 3.470323 0.514177 -0.8 -0.7 0.0
C -1.504471 2.515141 -0.324358 1.3 0.8 -1.2
C -1.499254 2.784876 -1.714501 0.7 -0.1 1.0
C -0.838796 3.885019 -2.211373 -0.7 0.4 1.0
H 0.129810 5.336014 0.703245 -0.2 -0.1 -0.4
H -0.851811 3.340603 1.589115 0.0 -0.2 -0.1
H -1.868921 2.144861 -2.492583 -0.3 -0.4 0.3
H -0.960606 4.053373 -3.238759 0.4 0.4 -1.4
N 2.667909 1.246945 -2.228977 0.6 0.2 1.8
C 2.064552 1.157646 -3.205846 -0.9 -0.8 -2.3
C 1.447812 0.841136 -4.428201 -1.1 1.8 1.2
C 2.044224 -0.135704 -5.209517 -0.2 -0.5 -0.8
N 2.464387 -0.966034 -5.889895 0.3 -0.2 -0.2
C 0.208504 1.488710 -4.805679 -0.5 0.0 -0.6
N -0.797794 1.958155 -5.182359 1.6 -0.7 0.9
```
Positions in Å, forces in eV/Å.

These are the Mulliken partial charges, in e, on atoms 1 to 2:
1. Sn 0.668
2. C -0.639



One value per record, in order, for F_max: 0.0903 0.0136 0.0322 0.0204 0.1270 0.0573 hartree/bohr.